C2H7NS2 | ωB97M-V/def2-TZVPD

Last column: Löwdin charge in e.
Element x y z (Å)
C  -3.570  -0.275  -0.326  -0.56
S  -2.836  -1.249  0.727  0.62
H  -4.094  0.666  -0.160  0.01
H  -3.823  -0.650  -1.299  -0.01
C  2.301  0.920  -0.159  -0.17
N  1.802  -0.243  0.636  -0.52
S  0.752  -1.376  -0.087  0.75
H  1.587  1.768  0.015  0.08
H  3.259  1.225  0.214  0.06
H  2.266  0.704  -1.217  0.05
H  2.422  -0.737  1.223  0.02
H  -0.066  -0.752  0.432  -0.33

Calculated values
SMILES: C=S.CNS
HOMO level: -0.3230 Ha
ΔE to the lowest compared entry with this formula, charge and spin: 69.1 kcal per mole
electronic energy: -25345.050 eV
orbital gap: 8.26 eV
maximum force: 0.162 hartree/bohr